No. 1
{"formula": "C6H5BeF5O5", "method": "ωB97M-V/def2-TZVPD", "mol_weight_g_mol": 261.1, "charge": 0, "gap_ev": 9.85, "e_homo_ev": -10.091, "species": ["F", "F", "F", "F", "F", "O", "O", "O", "O", "O", "C", "C", "C", "C", "C", "C", "Be", "H", "H", "H", "H", "H"], "coordinates": [[2.421, -1.255, -2.515], [-0.389, -2.475, -0.830], [-0.245, -1.030, -2.502], [2.405, -2.503, -0.737], [1.478, -3.209, -2.563], [1.416, 0.021, 1.076], [0.266, 1.374, -0.942], [1.306, 0.503, 3.282], [-1.111, 0.045, 0.760], [-1.097, 3.142, -0.962], [-0.729, 1.962, -0.541], [-1.631, 1.333, 0.483], [0.821, 0.151, 2.237], [-0.671, -0.179, 2.132], [0.396, -1.455, -1.341], [1.686, -2.127, -1.805], [0.534, -0.125, -0.178], [-1.678, 1.967, 1.369], [-1.278, 0.390, 2.830], [-2.631, 1.249, 0.062], [-0.805, -1.242, 2.310], [-0.464, 3.461, -1.625]], "atomic_forces_ev_per_a": [[0.1, 0.0, 0.0], [-0.1, 0.0, 0.0], [-0.1, -0.1, 0.0], [0.0, -0.1, 0.0], [0.1, 0.0, -0.1], [0.0, 0.0, 0.4], [-0.2, 0.3, 0.1], [0.0, -0.2, 0.0], [0.1, 0.1, 0.1], [0.0, 0.0, 0.0], [0.1, -0.2, 0.0], [0.1, -0.2, 0.0], [0.1, 0.3, -0.5], [0.0, -0.1, -0.1], [0.1, 0.1, 0.0], [-0.2, 0.0, 0.0], [-0.1, -0.1, 0.0], [0.0, 0.0, 0.0], [0.0, 0.1, 0.0], [-0.1, 0.0, 0.0], [-0.1, -0.1, 0.0], [0.0, 0.0, -0.1]], "lowdin_charge": [0.144, 0.034, 0.021, 0.149, 0.157, 0.015, 0.172, 0.108, -0.110, 0.205, -0.391, -0.035, -0.545, -0.018, -0.325, -0.595, 0.245, 0.160, 0.136, 0.161, 0.148, 0.164]}

No. 2
{"formula": "C4H4N2O", "method": "ωB97M-V/def2-TZVPD", "mol_weight_g_mol": 96.1, "charge": 0, "gap_ev": 9.74, "e_homo_ev": -9.520, "smiles": "Oc1cnccn1", "species": ["O", "N", "N", "C", "C", "C", "C", "H", "H", "H", "H"], "coordinates": [[-0.460, -1.850, -1.206], [0.575, 0.317, -1.004], [-0.552, 0.480, 1.451], [0.367, 1.347, 1.037], [-0.267, -0.683, -0.599], [-0.838, -0.525, 0.681], [1.049, 1.358, -0.114], [1.750, 1.968, -0.724], [0.513, -2.157, -1.694], [-1.437, -1.437, 0.725], [0.822, 1.867, 2.171]], "atomic_forces_ev_per_a": [[4.2, -1.5, -2.8], [0.3, -1.2, 0.3], [-0.9, -1.2, 0.1], [2.5, 2.5, 6.7], [3.3, 4.5, 1.2], [-0.3, -1.3, -2.4], [-2.2, -3.4, -4.7], [-0.4, 0.0, 1.6], [-4.2, 1.6, 1.8], [-0.9, 0.6, 2.1], [-1.3, -0.6, -4.0]], "lowdin_charge": [0.012, 0.105, 0.060, -0.227, -0.428, -0.090, -0.087, 0.113, 0.243, 0.124, 0.175]}

No. 3
{"formula": "H34O17", "method": "ωB97M-V/def2-TZVPD", "mol_weight_g_mol": 306.3, "charge": 0, "gap_ev": 10.27, "e_homo_ev": -10.567, "species": ["O", "O", "O", "O", "O", "O", "O", "O", "O", "O", "O", "O", "O", "O", "O", "O", "O", "H", "H", "H", "H", "H", "H", "H", "H", "H", "H", "H", "H", "H", "H", "H", "H", "H", "H", "H", "H", "H", "H", "H", "H", "H", "H", "H", "H", "H", "H", "H", "H", "H", "H"], "coordinates": [[9.183, 33.798, 15.217], [6.299, 33.501, 17.565], [7.886, 30.664, 13.192], [3.374, 32.378, 16.977], [5.240, 32.229, 12.167], [4.952, 31.215, 14.677], [3.671, 35.729, 14.703], [8.919, 32.878, 18.139], [7.986, 33.416, 12.738], [6.343, 36.613, 15.882], [8.438, 35.697, 17.463], [2.956, 33.327, 14.081], [3.955, 35.236, 17.459], [7.601, 36.459, 13.571], [5.765, 33.877, 15.016], [8.006, 31.427, 15.623], [5.918, 30.871, 17.354], [4.546, 35.281, 14.679], [6.030, 33.837, 15.904], [3.998, 35.867, 16.746], [7.320, 35.605, 13.203], [7.756, 36.204, 17.043], [2.911, 31.981, 17.697], [4.634, 31.460, 15.517], [3.169, 34.960, 14.440], [8.207, 32.492, 12.731], [3.778, 33.382, 14.457], [8.404, 29.901, 13.251], [8.346, 32.722, 18.864], [8.577, 30.632, 15.737], [7.876, 34.995, 17.850], [8.597, 33.813, 14.431], [4.450, 32.548, 11.656], [3.405, 35.705, 18.102], [5.999, 32.554, 17.631], [7.829, 31.074, 14.135], [6.778, 36.558, 15.069], [8.541, 36.546, 13.730], [5.753, 32.918, 14.786], [8.900, 34.510, 15.809], [5.639, 37.238, 15.728], [2.966, 32.456, 13.790], [6.581, 30.940, 16.663], [6.438, 30.496, 18.083], [7.164, 33.522, 12.251], [8.628, 32.122, 15.430], [5.534, 33.962, 17.885], [4.849, 31.752, 12.871], [5.399, 30.363, 14.792], [3.559, 33.237, 17.309], [8.451, 32.807, 17.301]], "atomic_forces_ev_per_a": [[-0.2, -0.6, -0.4], [0.1, -1.2, 0.4], [-1.4, 2.4, 0.9], [0.2, -1.0, -0.8], [-0.8, 1.4, -2.4], [0.9, -1.1, -1.7], [1.2, 0.3, 0.1], [1.8, -0.1, -0.8], [0.2, 1.5, 0.1], [-1.4, 0.2, 2.8], [0.0, -1.2, 0.5], [-3.1, 1.2, -1.0], [-0.4, -0.1, 1.5], [-0.9, 0.4, -0.2], [-0.7, -1.1, -3.0], [-0.1, -2.4, 0.7], [0.1, -0.7, 0.8], [-0.1, 0.7, 0.2], [0.8, 0.4, 2.6], [0.1, 0.0, -1.3], [0.9, 0.2, 0.3], [-0.7, 1.1, -0.6], [-0.5, -0.8, 0.6], [-1.2, 0.4, 2.2], [-1.2, 0.3, -0.2], [-0.1, -1.1, -0.4], [3.5, 0.5, 1.8], [1.3, -1.8, 0.1], [-1.1, -0.1, 0.6], [-0.4, 0.7, 0.2], [0.8, 0.1, 0.0], [0.2, 0.4, 0.1], [1.3, -0.3, 0.6], [0.1, -0.3, 0.1], [0.4, 0.6, -0.2], [-0.1, -1.1, -1.9], [1.4, -0.2, -2.6], [0.2, -0.7, -0.3], [0.2, 0.9, -0.4], [0.0, 0.2, 0.4], [-0.3, 0.3, 0.0], [-0.6, -2.5, -0.9], [0.4, 0.3, -0.5], [-0.4, 0.0, 0.0], [-0.3, -0.5, 0.1], [1.0, 2.0, 0.1], [-0.7, 1.1, 0.2], [-0.3, -0.9, 1.4], [-0.2, 0.3, -0.2], [0.3, 1.8, 0.0], [-0.3, 0.1, 0.5]], "lowdin_charge": [-0.053, -0.065, -0.071, -0.005, -0.046, -0.031, -0.075, -0.037, -0.047, -0.026, -0.057, 0.016, -0.037, -0.025, -0.043, -0.048, -0.045, 0.006, -0.036, 0.013, 0.047, -0.020, 0.049, -0.010, -0.016, 0.003, -0.050, 0.009, 0.016, 0.128, 0.017, 0.008, 0.081, 0.074, 0.028, 0.007, -0.047, 0.070, 0.032, 0.025, 0.059, 0.021, 0.000, 0.088, 0.041, 0.019, 0.022, -0.040, 0.087, -0.012, -0.020]}

No. 4
{"formula": "C4H10N3O", "method": "ωB97M-V/def2-TZVPD", "mol_weight_g_mol": 116.1, "charge": 1, "gap_ev": 10.66, "e_homo_ev": -13.531, "species": ["O", "N", "N", "N", "C", "C", "C", "C", "H", "H", "H", "H", "H", "H", "H", "H", "H", "H"], "coordinates": [[-1.588, -2.435, 0.960], [-0.884, 0.817, 0.716], [0.366, 0.402, 0.241], [1.463, -0.006, -1.859], [-1.587, 1.083, -0.378], [0.358, 0.323, -1.105], [1.549, 0.433, 1.095], [-0.939, 0.722, -1.499], [1.231, 0.203, 2.148], [-2.044, -2.406, 1.774], [-2.643, 1.252, -0.125], [2.157, -0.526, -1.319], [-1.079, 0.948, 1.724], [-1.037, -3.264, 0.994], [2.080, 1.406, 1.105], [-1.246, 0.953, -2.523], [1.519, 0.445, -2.791], [2.323, -0.349, 0.842]], "atomic_forces_ev_per_a": [[1.8, -1.1, -1.4], [2.6, -0.2, -0.3], [0.7, -0.3, 1.0], [-1.6, 0.6, 1.1], [-3.1, -0.5, 1.9], [-0.3, 0.6, -0.1], [0.8, -0.6, 1.4], [0.9, 0.7, -2.0], [0.3, 0.2, -1.0], [-0.8, -0.1, 1.4], [0.5, 0.5, -1.0], [0.2, 0.5, -1.3], [0.3, -0.3, -1.2], [-1.0, 1.3, 0.0], [-0.6, -0.4, -0.3], [0.0, -0.5, 0.5], [0.5, -1.0, 1.2], [-1.2, 0.7, 0.0]], "lowdin_charge": [-0.064, 0.110, -0.075, 0.175, -0.071, -0.276, 0.009, 0.025, 0.111, 0.005, 0.158, 0.112, 0.203, 0.075, 0.111, 0.134, 0.149, 0.109]}

No. 5
{"formula": "FH3N2O2S", "method": "ωB97M-V/def2-TZVPD", "mol_weight_g_mol": 114.1, "charge": 0, "gap_ev": 11.46, "e_homo_ev": -11.171, "smiles": "NNS(=O)(=O)F", "species": ["S", "F", "O", "O", "N", "N", "H", "H", "H"], "coordinates": [[1.068, 0.031, -0.067], [0.920, 0.352, 1.558], [2.140, 0.808, -0.548], [1.125, -1.662, -0.090], [-1.476, -0.184, -0.150], [-0.415, 0.617, -0.542], [-0.473, 1.554, -0.158], [-1.348, -0.554, 0.792], [-1.541, -0.961, -0.796]], "atomic_forces_ev_per_a": [[0.2, -7.7, 1.9], [0.3, -0.3, -1.6], [0.0, 0.3, -0.1], [-0.6, 8.1, -0.1], [-0.8, -0.5, 0.3], [1.2, -0.3, 0.0], [-0.2, 0.2, -0.2], [-0.1, 0.1, -0.2], [0.0, 0.1, 0.0]], "lowdin_charge": [0.816, -0.230, -0.249, -0.379, -0.020, -0.228, 0.114, 0.085, 0.091]}

No. 6
{"formula": "C22H43BaN10O6PS2Te", "method": "ωB97M-V/def2-TZVPD", "mol_weight_g_mol": 903.7, "charge": -1, "gap_ev": [4.66, 5.41], "e_homo_ev": [-2.753, -3.506], "spin_multiplicity": 2, "species": ["Ba", "Te", "S", "S", "P", "O", "O", "O", "O", "O", "O", "N", "N", "N", "N", "N", "N", "N", "N", "N", "N", "C", "C", "C", "C", "C", "C", "C", "C", "C", "C", "C", "C", "C", "C", "C", "C", "C", "C", "C", "C", "C", "C", "H", "H", "H", "H", "H", "H", "H", "H", "H", "H", "H", "H", "H", "H", "H", "H", "H", "H", "H", "H", "H", "H", "H", "H", "H", "H", "H", "H", "H", "H", "H", "H", "H", "H", "H", "H", "H", "H", "H", "H", "H", "H", "H"], "coordinates": [[0.208, -0.005, -0.311], [0.904, -4.442, 0.265], [-0.408, -3.448, 1.952], [-2.761, -2.113, 3.226], [2.379, -1.100, 1.430], [1.678, -0.072, 2.544], [3.986, -0.850, 2.035], [-1.729, 0.622, 0.796], [-2.016, -2.303, 4.443], [2.367, -0.245, 0.178], [-3.405, -3.274, 2.662], [0.292, 1.209, -3.639], [-0.720, -2.688, -3.158], [-1.488, -0.832, -2.021], [-1.808, -1.364, 1.993], [1.878, 2.590, 1.039], [1.205, -1.588, -2.459], [1.277, -3.807, -3.270], [1.710, 3.117, -1.930], [-2.991, -2.338, -3.071], [-1.045, 2.664, -1.242], [-3.372, 0.270, 2.499], [-5.550, 0.714, 4.214], [4.919, -1.700, 1.449], [2.915, 3.171, -1.117], [1.577, -0.514, 3.872], [-0.820, -1.960, 1.306], [2.675, 0.097, 4.737], [-4.919, -0.530, 4.208], [-4.094, -1.410, -2.949], [-4.007, 1.537, 2.540], [-2.270, -0.084, 1.699], [0.632, -2.636, -2.875], [-1.732, -1.896, -2.663], [0.786, 4.219, -1.753], [-3.861, -0.738, 3.370], [0.933, 2.374, -4.196], [-3.387, -3.723, -2.905], [-0.340, 3.840, -0.782], [2.079, 2.854, -3.304], [4.823, -3.127, 1.981], [2.744, 3.529, 0.360], [-5.058, 1.743, 3.390], [-3.869, -4.082, -3.818], [2.206, 1.641, 0.858], [-4.898, -1.752, -3.604], [0.765, -4.656, -3.074], [-1.693, 2.341, -0.538], [3.635, -0.207, 4.333], [0.587, -0.222, 4.243], [3.767, 3.552, 0.785], [2.545, 3.744, -3.782], [-0.997, 4.723, -0.651], [-3.614, 2.320, 1.910], [-4.095, -3.820, -2.077], [1.942, 2.706, 2.044], [-6.383, 0.896, 4.877], [1.639, -1.609, 3.923], [-1.006, -3.479, -3.715], [5.588, -3.746, 1.517], [4.783, -1.719, 0.356], [3.846, -3.540, 1.742], [2.586, -0.244, 5.765], [-5.262, -1.323, 4.858], [-2.533, -4.355, -2.679], [1.293, 5.124, -1.385], [0.958, 0.494, -3.377], [-0.380, 0.805, -4.277], [-2.311, -0.374, -1.657], [2.830, 2.059, -3.289], [0.348, 4.477, -2.720], [1.363, 2.206, -5.206], [3.355, 2.170, -1.144], [5.919, -1.289, 1.661], [2.330, 4.542, 0.466], [0.174, 3.157, -4.303], [-3.770, -0.426, -3.283], [0.100, 3.576, 0.177], [2.628, 1.184, 4.716], [-5.529, 2.718, 3.432], [2.182, -1.728, -2.226], [2.210, -3.878, -2.888], [4.950, -3.139, 3.061], [-4.482, -1.335, -1.924], [3.651, 3.889, -1.550], [-1.550, 2.841, -2.102]], "atomic_forces_ev_per_a": [[-0.4, 1.8, -2.7], [0.4, -0.6, -0.6], [0.2, -0.3, 0.0], [-1.1, -0.7, 0.8], [2.0, -1.2, 2.0], [0.0, 0.6, -0.7], [-1.1, 0.3, 0.1], [-1.9, 0.4, 1.2], [0.1, 0.3, -0.3], [3.1, 0.4, -0.1], [0.1, 0.5, 0.1], [0.0, -0.1, -0.1], [-0.1, -0.6, -0.2], [-0.5, -0.2, -0.8], [-0.2, -0.5, 0.6], [0.0, -0.4, 0.2], [0.0, 0.4, 0.1], [0.0, 0.0, -0.1], [0.2, -0.1, 0.1], [0.1, 0.1, 0.0], [-0.3, -0.1, 0.0], [-0.1, 0.1, 0.1], [0.1, -0.1, 0.1], [0.6, -0.6, -0.2], [0.2, 0.2, 0.3], [-0.1, -0.1, 0.8], [-0.2, -0.8, 0.6], [-0.1, -0.1, -0.3], [-0.3, -0.2, 0.3], [0.1, 0.0, 0.0], [0.2, 0.0, -0.2], [-1.1, 1.2, 0.2], [0.6, -0.4, -0.4], [-0.6, -0.1, -0.3], [-0.2, -0.2, 0.3], [1.1, 0.0, -0.7], [0.2, 0.1, -0.2], [-0.1, -0.1, -0.1], [0.0, 0.6, -0.1], [-0.3, 0.0, -0.3], [0.0, 0.2, -0.1], [0.2, 0.2, -0.2], [-0.2, 0.0, 0.0], [0.0, -0.1, 0.0], [0.1, 0.1, 0.1], [0.0, 0.0, 0.1], [-0.1, 0.0, 0.2], [-0.2, 0.0, 0.1], [0.2, 0.0, 0.0], [0.1, -0.1, 0.0], [-0.2, 0.1, -0.2], [0.0, -0.2, 0.1], [0.2, -0.1, 0.0], [0.0, 0.1, 0.0], [0.0, 0.0, 0.0], [-0.1, 0.0, 0.0], [0.0, 0.0, 0.0], [-0.1, 0.0, -0.1], [0.0, 0.2, 0.1], [0.1, -0.2, 0.0], [0.2, 0.0, 0.0], [-0.1, -0.1, 0.0], [0.0, 0.0, 0.2], [0.0, -0.1, 0.1], [0.0, 0.0, 0.1], [0.0, 0.0, -0.1], [-0.1, -0.2, 0.0], [0.0, -0.1, 0.1], [-0.4, 0.0, 0.0], [0.1, 0.0, 0.0], [0.0, 0.0, 0.0], [-0.1, 0.2, 0.2], [0.2, 0.0, -0.1], [-0.2, 0.0, -0.1], [0.1, -0.1, 0.0], [0.1, 0.1, -0.1], [-0.1, 0.0, 0.0], [0.0, 0.2, 0.0], [-0.1, 0.1, 0.0], [0.0, 0.0, 0.0], [0.0, -0.2, 0.0], [-0.1, 0.1, 0.0], [0.1, 0.0, 0.1], [0.0, 0.0, 0.0], [-0.1, -0.2, 0.1], [0.0, -0.1, 0.0]], "lowdin_charge": [1.890, 0.140, 0.228, 0.687, 0.624, -0.369, -0.326, -0.348, -0.299, -0.810, -0.313, -0.003, 0.142, -0.016, -0.239, -0.001, 0.046, 0.107, -0.171, -0.174, -0.035, -0.157, -0.110, -0.381, -0.201, -0.330, -0.723, -0.079, -0.076, -0.073, -0.029, -0.473, -0.587, -0.437, -0.188, -0.230, -0.285, -0.059, -0.270, -0.214, -0.103, -0.265, -0.108, 0.086, 0.001, 0.088, 0.061, 0.025, 0.055, 0.115, 0.114, 0.122, 0.108, 0.105, 0.094, 0.080, 0.085, 0.106, 0.133, 0.064, 0.096, 0.010, 0.067, 0.113, 0.082, 0.113, 0.022, 0.066, 0.040, 0.119, 0.104, 0.106, 0.115, 0.107, 0.100, 0.092, 0.089, 0.079, 0.068, 0.094, 0.058, 0.082, 0.069, 0.098, 0.121, 0.070]}